Record 1
DFT (wB97M-V/def2-TZVPD) results for 11 unconnected molecules or ions with the total composition C15H52N2O11 at a distorted geometry.

**Frontier orbital gap**: 9.6 eV
**E_HOMO**: -9.5 eV
**Spin multiplicity**: 1
**ΔE to the lowest compared entry with this formula, charge and spin**: 94.67 kcal/mol
**E_tot**: -41894.366 eV
**SMILES**: NC(N)=O.CCO.CCO.CCO.CCO.CO.CO.CO.CO.CO.CO

CARTESIAN COORDINATES (ANGSTROEM)
C -2.00 -3.38 3.57
C -2.21 -1.88 3.74
O -2.13 -1.11 2.59
H -2.22 -3.77 4.59
H -1.13 -3.75 3.11
H -2.69 -3.72 2.91
H -1.55 -1.44 4.41
H -3.25 -1.77 4.07
H -1.22 -0.99 2.62
C 2.98 2.68 -1.70
C 2.87 3.04 -3.22
O 1.68 3.77 -3.43
H 3.30 3.52 -1.05
H 3.67 1.84 -1.63
H 2.05 2.27 -1.30
H 2.83 2.17 -3.91
H 3.76 3.62 -3.45
H 1.93 4.48 -3.93
C -3.19 0.14 -1.24
C -4.38 -0.80 -1.09
O -4.78 -1.50 -2.23
H -2.27 -0.39 -1.59
H -2.97 0.68 -0.24
H -3.34 0.89 -1.97
H -5.23 -0.30 -0.73
H -4.14 -1.42 -0.21
H -4.88 -0.87 -2.94
C -0.70 -4.36 0.39
C -0.56 -2.95 0.08
O -1.85 -2.40 -0.22
H -1.55 -4.75 0.81
H 0.08 -4.58 1.18
H -0.41 -5.03 -0.44
H 0.20 -2.87 -0.72
H -0.24 -2.52 1.01
H -2.30 -2.18 0.60
C 3.26 -1.52 -0.54
O 2.78 -1.69 0.75
N 4.09 -0.63 -0.96
N 2.77 -2.22 -1.56
H 4.47 0.05 -0.29
H 4.12 -0.35 -1.94
H 2.04 -2.90 -1.40
H 3.13 -2.23 -2.48
C 0.39 -1.48 -4.01
O -0.80 -0.73 -3.63
H 0.41 -2.32 -3.33
H 1.36 -0.95 -3.77
H 0.44 -1.82 -5.04
H -0.63 -0.40 -2.76
C 2.40 2.52 1.81
O 2.99 3.77 2.04
H 3.17 1.75 1.74
H 1.75 2.68 0.97
H 1.81 2.41 2.66
H 2.34 4.31 2.48
C 1.20 -0.41 4.11
O 0.73 -1.10 2.93
H 1.28 -1.07 4.98
H 0.50 0.46 4.22
H 2.19 0.04 3.87
H 1.38 -1.85 2.70
C 0.18 0.35 -0.16
O 0.76 0.13 -1.45
H 0.84 -0.23 0.48
H -0.81 0.00 -0.07
H 0.29 1.42 0.01
H 1.62 -0.26 -1.49
C -1.17 3.00 -1.98
O -2.16 3.17 -1.03
H -1.23 3.96 -2.54
H -1.41 2.14 -2.55
H -0.19 2.90 -1.61
H -3.02 2.96 -1.38
C -1.00 2.52 2.24
O -2.25 2.67 1.58
H -0.43 3.29 1.73
H -0.62 1.54 2.14
H -1.22 2.67 3.31
H -1.90 3.02 0.75

=====

Record 2
DFT (wB97M-V/def2-TZVPD) results for 11 unconnected molecules or ions with the total composition C15H52N6O11 at a distorted geometry.

**Frontier orbital gap**: 8.0 eV
**E_HOMO**: -8.4 eV
**Spin multiplicity**: 1
**ΔE to the lowest compared entry with this formula, charge and spin**: 165.27 kcal/mol
**E_tot**: -47857.719 eV
**SMILES**: NC(N)=O.NC(N)=O.NC(N)=O.CCO.CCO.CCO.CCO.CO.CO.CO.CO

CARTESIAN COORDINATES (ANGSTROEM)
C 2.74 24.09 -8.07
C 3.62 22.97 -8.60
O 3.83 21.97 -7.65
H 2.52 24.86 -8.77
H 3.15 24.64 -7.17
H 1.71 23.83 -7.78
H 4.58 23.32 -8.92
H 3.19 22.54 -9.55
H 4.70 21.53 -7.76
C -1.01 21.01 -7.68
C 0.48 20.86 -7.43
O 0.78 19.44 -7.58
H -1.34 22.08 -7.57
H -1.54 20.42 -6.96
H -1.36 20.85 -8.69
H 0.58 21.16 -6.42
H 1.17 21.42 -8.05
H 1.29 19.20 -6.82
C -0.60 24.37 -5.84
C 0.61 24.14 -4.84
O 0.09 24.32 -3.59
H -0.90 25.45 -5.82
H -1.42 23.77 -5.55
H -0.32 24.09 -6.81
H 1.37 24.96 -5.02
H 1.04 23.16 -5.02
H 0.69 24.64 -2.86
C 0.47 19.99 -1.68
C 1.08 20.98 -2.67
O 0.34 20.96 -3.89
H 0.78 20.26 -0.65
H 0.92 19.05 -1.81
H -0.61 19.86 -1.80
H 2.16 20.87 -2.79
H 0.94 22.00 -2.28
H 0.65 20.18 -4.37
C -2.91 22.22 -4.24
O -3.15 21.13 -5.05
N -3.70 23.25 -4.12
N -1.91 22.29 -3.41
H -4.64 23.22 -4.48
H -3.58 24.02 -3.47
H -1.24 21.49 -3.52
H -1.40 23.22 -3.32
C 0.43 25.06 2.01
O 1.05 26.24 2.39
N 0.09 24.64 0.82
N 0.08 24.18 2.86
H 0.55 25.08 -0.01
H -0.43 23.79 0.59
H 0.11 24.61 3.90
H -0.35 23.30 2.70
C 4.27 23.05 -3.74
O 3.21 23.81 -3.36
N 5.40 22.96 -3.12
N 4.26 22.38 -4.82
H 5.61 23.50 -2.29
H 6.22 22.60 -3.62
H 3.56 22.42 -5.57
H 4.87 21.55 -5.00
C 2.53 26.12 -1.00
O 1.78 25.06 -1.62
H 3.19 25.71 -0.23
H 1.77 26.83 -0.57
H 3.09 26.67 -1.78
H 2.44 24.60 -2.12
C -3.78 24.29 -7.75
O -4.30 24.68 -6.51
H -3.19 25.00 -8.24
H -4.68 24.20 -8.45
H -3.16 23.40 -7.81
H -3.65 24.52 -5.86
C -0.19 23.09 -10.41
O -1.27 23.56 -11.24
H -0.07 21.98 -10.50
H -0.41 23.28 -9.36
H 0.74 23.49 -10.80
H -1.19 23.14 -12.08
C -2.58 25.43 -1.58
O -2.84 25.65 -2.97
H -2.10 26.26 -1.18
H -2.06 24.49 -1.45
H -3.47 25.38 -1.02
H -2.01 25.71 -3.45

=====

Record 3
DFT (wB97M-V/def2-TZVPD) results for 11 unconnected molecules or ions with the total composition C15H52N8O11 at a distorted geometry.

**Frontier orbital gap**: 8.7 eV
**E_HOMO**: -8.6 eV
**Spin multiplicity**: 1
**ΔE to the lowest compared entry with this formula, charge and spin**: 25.28 kcal/mol
**E_tot**: -50838.352 eV
**SMILES**: NC(N)=O.NC(N)=O.NC(N)=O.NC(N)=O.CCO.CCO.CCO.CCO.CO.CO.CO

CARTESIAN COORDINATES (ANGSTROEM)
C 2.68 -1.99 -2.78
C 3.77 -3.03 -3.01
O 4.43 -3.29 -1.82
H 2.31 -1.82 -3.77
H 3.12 -1.03 -2.52
H 1.81 -2.29 -2.11
H 4.58 -2.58 -3.63
H 3.33 -3.92 -3.46
H 5.20 -2.76 -1.67
C -0.72 -0.41 -2.22
C -1.03 0.42 -0.98
O -0.22 -0.08 0.05
H -0.81 -1.47 -2.07
H 0.40 -0.30 -2.47
H -1.39 0.02 -2.96
H -2.10 0.42 -0.72
H -0.77 1.50 -1.19
H -0.21 0.62 0.76
C -2.94 3.16 0.02
C -4.43 3.12 -0.22
O -5.17 3.00 0.97
H -2.66 4.09 0.50
H -2.35 3.16 -0.90
H -2.63 2.35 0.63
H -4.84 2.37 -0.87
H -4.59 4.10 -0.68
H -6.09 3.07 0.74
C 2.14 1.87 -2.20
C 3.47 2.57 -2.37
O 4.13 2.62 -1.13
H 1.38 2.43 -1.64
H 2.36 0.88 -1.70
H 1.79 1.70 -3.24
H 3.40 3.56 -2.80
H 4.12 1.97 -3.04
H 3.59 3.14 -0.56
C -2.69 -2.66 0.31
O -3.32 -2.17 -0.82
N -1.42 -2.47 0.57
N -3.38 -3.26 1.22
H -0.92 -1.71 0.08
H -0.89 -2.93 1.36
H -4.31 -3.54 0.90
H -3.07 -3.48 2.21
C 0.68 -5.11 -1.37
O 1.13 -5.74 -2.53
N 0.89 -5.60 -0.12
N -0.09 -4.09 -1.38
H 1.50 -6.41 0.02
H 0.46 -5.16 0.75
H -0.29 -3.82 -2.30
H -0.48 -3.61 -0.59
C 3.04 -0.55 0.77
O 2.70 0.74 0.92
N 4.23 -0.97 1.00
N 2.21 -1.45 0.35
H 4.93 -0.33 1.30
H 4.38 -1.99 1.19
H 1.26 -1.09 0.03
H 2.40 -2.48 0.25
C -0.21 2.18 2.93
O -0.06 2.07 1.52
N 0.64 2.82 3.62
N -1.17 1.60 3.57
H 1.30 3.39 3.07
H 0.66 3.08 4.63
H -1.93 1.17 3.01
H -1.38 1.75 4.54
C -4.25 0.13 1.72
O -3.00 -0.16 2.29
H -4.81 -0.78 1.58
H -4.21 0.52 0.71
H -4.75 0.80 2.38
H -2.66 -0.85 1.72
C -0.11 5.12 -1.30
O 1.31 5.55 -1.23
H -0.65 5.09 -0.34
H -0.13 4.08 -1.50
H -0.72 5.70 -2.05
H 1.31 6.44 -0.88
C 0.39 -1.31 3.36
O -0.83 -1.09 3.96
H 0.59 -2.36 3.53
H 1.20 -0.72 3.81
H 0.48 -1.31 2.28
H -1.00 -0.17 4.00

=====

Record 4
DFT (wB97M-V/def2-TZVPD) results for 13 unconnected molecules or ions with the total composition C15H53F3N22O14 at a distorted geometry.

**Frontier orbital gap**: 8.2 eV
**E_HOMO**: -8.6 eV
**Spin multiplicity**: 1
**ΔE to the lowest compared entry with this formula, charge and spin**: 0.00 kcal/mol
**E_tot**: -86024.363 eV

CARTESIAN COORDINATES (ANGSTROEM)
O -32.54 -10.50 12.31
H -32.41 -11.43 12.01
H -33.46 -10.18 12.21
H -31.89 -9.86 11.92
C -30.59 -8.88 9.50
O -31.52 -9.71 8.86
O -30.65 -9.03 10.88
C -29.16 -8.78 8.82
F -28.83 -7.49 8.60
F -28.28 -9.34 9.68
F -28.97 -9.41 7.66
C -31.24 -11.10 8.88
C -32.18 -11.77 7.89
H -31.69 -12.53 7.29
H -32.99 -12.23 8.47
H -32.66 -11.03 7.24
H -31.28 -11.52 9.89
H -30.25 -11.38 8.51
H -30.98 -7.87 9.36
C -36.08 -11.72 10.85
O -35.15 -11.06 11.30
N -36.26 -11.82 9.51
N -37.06 -12.26 11.63
H -35.49 -11.55 8.91
H -37.10 -12.22 9.15
H -36.98 -11.93 12.58
H -37.71 -13.00 11.47
C -31.96 -14.28 11.66
O -32.37 -13.15 11.89
N -31.69 -14.70 10.39
N -31.58 -15.14 12.64
H -31.28 -15.62 10.38
H -32.31 -14.39 9.65
H -31.55 -16.13 12.49
H -31.41 -14.71 13.53
C -32.94 -4.86 7.92
O -32.65 -5.63 7.00
N -32.46 -5.00 9.17
N -33.96 -3.96 7.81
H -31.88 -5.73 9.52
H -32.65 -4.16 9.69
H -34.51 -4.03 6.98
H -34.25 -3.51 8.65
C -32.83 -16.37 6.11
O -33.89 -16.89 5.79
N -32.11 -16.76 7.19
N -32.26 -15.33 5.43
H -32.59 -17.36 7.84
H -31.22 -16.36 7.39
H -31.37 -15.02 5.76
H -32.73 -15.00 4.61
C -32.96 -6.80 12.64
O -33.51 -7.91 12.57
N -33.31 -5.83 13.55
N -31.92 -6.50 11.86
H -34.07 -5.91 14.21
H -32.60 -5.12 13.60
H -31.44 -5.61 11.89
H -31.38 -7.30 11.55
C -35.08 -7.70 9.35
O -35.44 -7.76 8.17
N -33.83 -8.03 9.68
N -35.81 -7.17 10.37
H -33.24 -8.40 8.95
H -33.50 -7.74 10.59
H -35.56 -7.24 11.34
H -36.74 -6.92 10.06
C -26.59 -7.92 4.15
O -25.95 -8.89 3.80
N -27.65 -7.92 5.03
N -26.19 -6.64 3.85
H -27.98 -8.82 5.36
H -28.28 -7.15 5.13
H -25.63 -6.53 3.03
H -26.87 -5.99 4.20
C -32.96 -8.98 5.59
O -33.59 -10.04 5.45
N -33.60 -7.80 5.71
N -31.60 -8.88 5.44
H -33.09 -6.98 6.05
H -34.56 -7.87 6.02
H -31.27 -8.01 5.84
H -31.13 -9.67 5.86
C -28.90 -5.15 11.26
O -29.78 -4.56 10.63
N -28.21 -4.51 12.26
N -28.70 -6.47 11.29
H -27.42 -4.98 12.65
H -28.21 -3.51 12.15
H -29.31 -6.99 10.67
H -27.89 -6.90 11.69
C -28.67 -11.40 12.92
O -28.29 -12.36 13.61
N -29.41 -11.66 11.81
N -28.45 -10.10 13.09
H -29.49 -12.61 11.51
H -29.66 -10.92 11.17
H -27.83 -9.82 13.83
H -29.04 -9.47 12.55
C -28.15 -11.92 6.11
O -27.45 -10.97 5.77
N -29.31 -12.18 5.50
N -27.57 -12.99 6.72
H -29.54 -11.53 4.75
H -29.60 -13.12 5.31
H -28.13 -13.80 6.95
H -26.64 -12.95 7.08

=====

Record 5
DFT (wB97M-V/def2-TZVPD) results for a molecular structure, C15H54CaO21P2S at a distorted geometry.

**Frontier orbital gap**: 4.8 eV
**E_HOMO**: -7.6 eV
**Spin multiplicity**: 1
**ΔE to the lowest compared entry with this formula, charge and spin**: 0.00 kcal/mol
**E_tot**: -107277.685 eV

CARTESIAN COORDINATES (ANGSTROEM)
Ca 0.60 8.17 -7.92
S 1.61 11.19 -6.02
O 2.12 12.54 -6.17
O 2.51 10.28 -6.68
O 1.40 10.75 -4.60
O 0.36 11.08 -6.78
C -4.12 8.04 -9.14
O -2.98 8.63 -8.46
H -4.55 7.15 -8.68
H -4.87 8.82 -9.19
H -3.82 7.85 -10.17
H -3.27 9.46 -8.08
C -3.85 13.17 -5.51
O -3.39 12.40 -6.67
H -4.88 13.45 -5.75
H -3.91 12.70 -4.53
H -3.23 14.05 -5.34
H -2.44 12.35 -6.53
C 5.58 15.07 -8.61
O 4.35 14.40 -8.97
H 5.45 16.03 -8.12
H 6.23 14.43 -8.01
H 6.15 15.41 -9.48
H 3.89 14.09 -8.18
C 3.55 8.46 -1.03
O 2.26 9.07 -1.00
H 4.03 9.05 -0.25
H 3.55 7.37 -0.95
H 3.97 8.72 -1.99
H 2.21 9.65 -1.76
C -2.29 7.81 -4.42
O -0.97 7.95 -4.86
H -2.56 6.75 -4.48
H -2.41 8.14 -3.39
H -3.01 8.43 -4.96
H -0.67 8.77 -4.46
C -0.21 16.48 -7.64
O 0.62 16.35 -6.53
H 0.46 16.33 -8.48
H -0.94 15.67 -7.70
H -0.68 17.47 -7.69
H 1.06 15.49 -6.58
C 6.43 8.76 -5.66
O 6.36 9.72 -6.75
H 7.13 7.96 -5.87
H 6.65 9.23 -4.70
H 5.43 8.34 -5.54
H 5.44 9.95 -6.94
C -0.41 14.12 -2.17
O -0.63 12.70 -2.07
H -1.26 14.65 -1.75
H 0.59 14.41 -1.86
H -0.37 14.36 -3.23
H -0.06 12.24 -2.68
C 4.60 13.52 -2.70
O 4.84 14.04 -3.97
H 4.31 12.47 -2.78
H 5.50 13.49 -2.08
H 3.87 14.05 -2.10
H 4.19 13.77 -4.62
C -1.16 8.10 -13.83
O -1.20 9.52 -13.80
P -0.27 10.29 -12.67
O -0.02 9.58 -11.37
O 1.03 10.72 -13.54
C 0.88 11.32 -14.81
O -0.96 11.76 -12.47
C -0.29 12.70 -11.65
H -0.68 7.70 -12.94
H -0.58 7.81 -14.71
H -2.18 7.72 -13.95
H 0.97 10.56 -15.59
H 1.53 12.18 -14.93
H -0.12 11.77 -14.82
H -0.02 12.39 -10.65
H -0.99 13.52 -11.49
H 0.56 13.21 -12.11
C 5.14 10.02 -11.48
O 5.57 8.73 -11.62
P 4.56 7.44 -11.32
O 3.72 7.53 -10.11
O 3.70 7.26 -12.66
C 4.33 7.30 -13.97
O 5.59 6.16 -11.32
C 6.66 6.18 -10.38
H 4.13 10.16 -11.08
H 5.18 10.53 -12.44
H 5.83 10.48 -10.77
H 5.41 7.24 -13.88
H 4.12 8.25 -14.46
H 3.96 6.54 -14.65
H 6.70 5.30 -9.73
H 6.69 7.12 -9.82
H 7.62 6.08 -10.87